Here is a molecular structure, C6H13CuN2 from OMol25. Energies are from the ωB97M-V functional and the def2-TZVPD basis.

ORCA input file:
```
! RIJCOSX wB97M-V def2-TZVPD def2/J DEFGRID3
* xyz 1 2
C -0.51 0.49 3.37
C -0.35 1.66 2.19
C -0.97 0.99 0.82
N 0.11 0.05 0.26
N -0.49 -0.78 -0.66
C 0.21 -0.84 -1.85
C -0.70 -1.20 -3.20
C 1.85 -0.65 -1.99
H -1.51 0.63 4.00
H -0.56 -0.58 2.85
H 0.45 0.59 4.04
H 0.81 1.81 1.98
H -0.86 2.66 2.51
H -1.99 0.44 1.02
H -1.15 1.79 -0.04
H -1.33 -0.24 -3.47
H -0.06 -1.61 -4.09
H -1.51 -2.03 -2.91
H 2.30 0.13 -1.22
H 2.16 -0.23 -3.06
H 2.44 -1.66 -1.78
Cu 1.67 -1.43 1.23
*
```

Output
- E_LUMO (spin up / spin down) (eV) = -5.73 / -5.82
- HOMO energy (spin up / spin down) (eV) = -12.961 / -13.217